No. 1
A cluster of 2 separate species, C3H8OS2 in total at a distorted geometry, computed with wB97M-V/def2-TZVPD.

Bonds (Å) are listed after each position.
Element x y z (Å)
1 C 0.70415 -2.06590 0.17301  C2 1.372, H4 1.079, H5 1.079
2 C 1.38333 -1.05037 0.79693  C1 1.372, O3 1.292, H6 1.072
3 O 1.70961 0.02758 0.16295  C2 1.292, H7 1.033
4 H -0.07384 -2.68658 0.59016  C1 1.079
5 H 1.01737 -2.29313 -0.83474  C1 1.079
6 H 1.39370 -0.94676 1.86401  C2 1.072
7 H 0.92447 0.62122 0.47724  O3 1.033
8 C -1.13428 0.51011 -1.19885  S9 1.954, H11 1.213, H12 1.095, H13 1.042
9 S -1.93108 1.27480 0.41258  C8 1.954, S10 2.075
10 S -0.21170 2.00007 1.31949  S9 2.075, H14 1.411
11 H -2.11248 -0.08170 -1.60342  C8 1.213
12 H -1.02668 1.36222 -1.87867  C8 1.095
13 H -0.22004 0.01567 -1.12769  C8 1.042
14 H -0.42253 3.31279 0.84701  S10 1.411

Its spin multiplicity is 1. As for the charge: 0. The value obtained for the energy above the lowest of the compared OMol25 structures with the same formula, charge and spin is 271.4 kJ/mol. As for the structure (SMILES): C=CO.CSS. The HOMO-LUMO gap is 8.9 eV. The calculated total energy is -26955.7961 eV.

Atomic charges from the Löwdin analysis, expressed in e, are listed below:
1 C 0.02
2 C -0.36
3 O -0.10
4 H 0.05
5 H 0.05
6 H 0.10
7 H -0.05
8 C -0.37
9 S 0.35
10 S 0.37
11 H 0.09
12 H 0.02
13 H -0.04
14 H -0.12

***

No. 2
The molecule C6H11N at a distorted geometry, computed with wB97M-V/def2-TZVPD.

Bonds (Å) are listed after each position.
Element x y z (Å)
1 C 3.12357 -1.00048 -0.67369  C2 1.502, H8 1.089, H9 1.088, H10 1.090
2 C 1.86878 -0.22520 -0.95547  C1 1.502, C3 1.332, H11 1.091
3 C 0.70194 -0.50691 -0.37778  C2 1.332, C4 1.516, H12 1.091
4 C -0.67401 -0.07267 -0.84401  C3 1.516, C5 1.516, H13 1.089, H14 1.099
5 C -1.71700 -0.16542 0.25166  C4 1.516, C6 1.348, H15 1.094
6 C -1.75395 0.65046 1.32424  C5 1.348, N7 1.394, H16 1.093
7 N -2.69474 1.64628 1.58329  C6 1.394, H17 1.017, H18 1.017
8 H 4.01547 -0.41555 -0.45612  C1 1.089
9 H 3.28118 -1.68873 -1.50187  C1 1.088
10 H 2.90688 -1.55418 0.23981  C1 1.090
11 H 1.80605 0.71261 -1.50881  C2 1.091
12 H 0.60664 -1.20720 0.45367  C3 1.091
13 H -1.05197 -0.51521 -1.76388  C4 1.089
14 H -0.60983 0.98084 -1.14865  C4 1.099
15 H -2.65158 -0.62331 -0.08478  C5 1.094
16 H -0.75144 0.79223 1.73645  C6 1.093
17 H -2.83156 1.81757 2.57596  N7 1.017
18 H -3.57444 1.37489 1.14998  N7 1.017

Its spin multiplicity is 1. As for the charge: 0. The value obtained for the energy above the lowest of the compared OMol25 structures with the same formula, charge and spin is 266.7 kJ/mol. As for the structure (SMILES): C/C=C/C/C=C/N. The HOMO-LUMO gap is 8.9 eV. The calculated total energy is -7887.7671 eV.

Atomic charges from the Löwdin analysis, expressed in e, are listed below:
1 C -0.10
2 C -0.17
3 C -0.15
4 C -0.21
5 C -0.16
6 C -0.25
7 N 0.06
8 H 0.07
9 H 0.07
10 H 0.07
11 H 0.10
12 H 0.10
13 H 0.11
14 H 0.11
15 H 0.08
16 H 0.11
17 H 0.08
18 H 0.09

***

Which value of charge does entry 2 give?
0